Entry from OMol25: C25H21Cl3O2PPb as an isolated structure in a non-equilibrium geometry (the ωB97M-V functional and the def2-TZVPD basis).

```
53
Properties=species:S:1:pos:R:3
C -1.0120 -1.9767 3.9372
C -1.0092 -2.4250 2.5878
C 0.3323 -2.3835 2.1085
H -1.8778 -2.7787 2.0362
C 1.1651 -1.9148 3.1705
C 0.3322 -1.6856 4.3050
H 0.6754 -1.4235 5.3051
H -1.8738 -1.9147 4.5934
H 0.6834 -2.6873 1.1202
H 2.2455 -1.7801 3.1430
Pb 0.1156 0.7370 2.1133
Cl 2.6256 0.9036 1.8199
P 0.0867 0.2262 -0.8070
C 1.2025 -0.8958 -1.7271
C 0.7927 -1.5859 -2.8807
H -0.2494 -1.5523 -3.1985
C 1.7240 -2.3052 -3.6342
H 1.3962 -2.8036 -4.5479
C 3.0605 -2.3725 -3.2307
H 3.7875 -2.9232 -3.8333
C 3.4635 -1.7253 -2.0538
H 4.5056 -1.7737 -1.7351
C 2.5393 -1.0095 -1.2933
H 2.8381 -0.5198 -0.3635
C -1.5491 -0.2340 -1.4975
C -2.1662 -1.4057 -1.0099
H -1.6850 -1.9764 -0.2116
C -3.3733 -1.8384 -1.5529
H -3.8342 -2.7561 -1.1828
C -3.9882 -1.1070 -2.5793
H -4.9239 -1.4565 -3.0167
C -3.3895 0.0660 -3.0507
H -3.8509 0.6369 -3.8570
C -2.1855 0.5125 -2.5015
H -1.7333 1.4380 -2.8623
C 0.4172 1.8569 -1.5793
C 1.1595 1.9744 -2.7633
H 1.5962 1.0859 -3.2219
C 1.3321 3.2216 -3.3687
H 1.8870 3.2878 -4.3039
C 0.7911 4.3683 -2.7766
H 0.9226 5.3396 -3.2555
C 0.0818 4.2642 -1.5736
H -0.3380 5.1596 -1.1096
C -0.0989 3.0222 -0.9651
H -0.6453 2.9525 -0.0201
Cl -1.3826 0.0100 6.7977
C -0.2973 1.4018 6.5059
Cl 1.3547 1.0979 7.0538
C -0.3431 1.7469 4.9918
O -1.1435 2.6014 4.5979
O 0.5179 1.0423 4.3191
H -0.6815 2.2571 7.0584
```

The lowest unoccupied orbital energy (spin up / spin down) comes out at -7.284 / -5.271 eV. The value obtained for the HOMO energy (spin up / spin down) is -11.70 / -11.57 eV. As for the net charge: +1. The value obtained for the relative energy (zero: lowest compared OMol25 entry of this formula, charge and spin) is 0.00 kJ/mol. The orbital gap (spin up / spin down) comes out at 4.41 / 6.29 eV.